{
  "formula": "C31H36N2O7",
  "method": "the ωB97M-V functional and the def2-TZVPD basis",
  "symbols": ["C", "H", "O", "C", "C", "C", "C", "C", "C", "O", "C", "C", "H", "H", "C", "C", "H", "H", "H", "C", "H", "H", "H", "H", "H", "H", "H", "H", "C", "N", "C", "O", "C", "C", "C", "O", "C", "C", "C", "C", "C", "C", "C", "C", "O", "H", "H", "H", "H", "H", "O", "H", "C", "H", "H", "C", "N", "C", "C", "H", "O", "C", "C", "H", "H", "H", "H", "H", "H", "H", "H", "H", "H", "H", "H", "H"],
  "coordinates": [[-3.47904, 2.86269, 0.18463], [-4.27167, 3.54561, -0.11691], [-2.90376, 2.39846, -1.01319], [-1.94455, 1.43869, -0.93327], [-1.41777, 0.94450, 0.24550], [-0.44949, -0.05490, 0.22750], [-0.00640, -0.55480, -0.98096], [-0.50580, -0.04775, -2.17274], [-1.47459, 0.94125, -2.17191], [-2.06450, 1.48325, -3.26937], [-1.50946, 1.25702, -4.54662], [-0.17349, 1.96812, -4.78511], [0.51534, 1.72741, -3.97272], [0.24548, 1.57062, -5.71255], [-0.29316, 3.49228, -4.90526], [1.01174, 4.06914, -5.45342], [1.24005, 3.65246, -6.43217], [0.93768, 5.14961, -5.55102], [1.83757, 3.84230, -4.78218], [-0.62968, 4.13939, -3.56415], [0.15151, 3.92597, -2.83615], [-1.57268, 3.76462, -3.17744], [-0.70679, 5.21878, -3.67710], [-1.09690, 3.71963, -5.61487], [-2.26319, 1.64531, -5.23749], [-1.40055, 0.17997, -4.73178], [-0.13735, -0.45307, -3.10137], [0.73125, -1.34248, -1.00796], [0.04152, -0.62521, 1.53979], [1.40635, -1.09525, 1.48226], [1.50371, -2.41479, 1.72055], [2.49909, -3.11817, 1.74188], [0.12175, -2.90796, 1.98135], [-0.74116, -1.87396, 1.89156], [-2.17937, -1.78860, 2.13929], [-2.71098, -0.75087, 2.50436], [-2.95909, -3.00878, 1.92723], [-4.22722, -3.29126, 2.36241], [-4.53009, -4.59274, 1.88282], [-5.62631, -5.45251, 1.97664], [-5.54657, -6.67483, 1.35081], [-4.40525, -7.05699, 0.63772], [-3.30853, -6.22797, 0.52804], [-3.38331, -4.99472, 1.16007], [-2.44515, -4.03078, 1.19116], [-2.42528, -6.51665, -0.01821], [-4.38499, -8.02638, 0.16311], [-6.37930, -7.35984, 1.40710], [-6.50688, -5.15792, 2.52624], [-4.84344, -2.64708, 2.95544], [-0.03772, -4.18594, 2.31234], [0.85004, -4.59187, 2.29401], [2.52953, -0.23867, 1.21316], [3.35357, -0.88714, 0.90878], [2.28331, 0.44247, 0.39467], [2.92722, 0.57766, 2.45197], [4.05176, 1.44375, 2.15586], [4.11839, 2.60495, 3.02830], [5.25263, 3.51458, 2.55442], [5.36185, 4.37326, 3.21900], [6.48965, 2.84434, 2.56578], [6.43341, 1.69815, 1.75011], [5.32685, 0.74522, 2.20101], [5.29623, -0.11338, 1.53032], [5.54934, 0.38854, 3.22247], [7.41066, 1.21892, 1.82659], [6.24834, 1.99260, 0.70603], [5.02681, 3.86389, 1.53557], [3.17306, 3.14855, 2.97166], [4.30235, 2.31563, 4.07805], [2.08059, 1.20679, 2.73813], [3.13951, -0.11162, 3.28691], [-0.08173, 0.12638, 2.32907], [-1.77007, 1.30508, 1.19763], [-3.90542, 2.04286, 0.77053], [-2.74946, 3.40424, 0.79609]],
  "forces_ev_per_angstrom": [[-0.077, 0.081, 0.200], [0.047, -0.035, 0.070], [0.199, -0.211, -0.279], [0.018, 0.037, -0.237], [-0.059, 0.120, -0.102], [0.152, 0.039, -0.139], [-0.034, 0.097, 0.228], [-0.165, 0.062, -0.195], [-0.141, 0.116, 0.173], [-0.122, -0.004, 0.405], [0.401, -0.165, -0.383], [-0.500, 0.167, 0.034], [0.122, -0.049, -0.027], [0.047, -0.079, -0.004], [0.272, -0.075, 0.124], [-0.312, -0.063, -0.024], [0.086, -0.027, -0.110], [0.057, 0.132, -0.014], [0.132, -0.017, 0.085], [-0.179, -0.019, -0.234], [0.103, -0.028, 0.120], [-0.044, 0.045, 0.123], [0.025, 0.139, 0.035], [-0.005, -0.026, -0.015], [0.086, -0.100, 0.027], [-0.084, 0.086, 0.021], [0.011, 0.019, -0.132], [0.112, -0.082, -0.005], [-0.395, 0.025, 0.034], [-0.062, -0.029, -0.004], [0.167, -0.096, 0.016], [0.029, -0.120, 0.040], [-0.355, 0.296, 0.101], [0.556, -0.294, 0.113], [0.113, -0.018, 0.016], [0.098, -0.264, -0.064], [-1.435, 0.001, 0.473], [0.822, 0.356, -0.155], [0.514, -0.346, -0.413], [0.104, 0.041, -0.025], [-0.170, -0.053, 0.053], [0.086, 0.041, -0.021], [0.265, 0.164, -0.034], [-1.036, -0.225, 0.369], [0.336, 0.031, -0.261], [0.098, -0.058, -0.077], [0.026, -0.071, -0.048], [-0.071, -0.048, 0.009], [-0.106, 0.002, 0.048], [-0.068, 0.207, 0.120], [0.211, 0.053, -0.033], [-0.056, 0.144, -0.002], [0.319, 0.151, 0.181], [-0.066, 0.079, -0.059], [0.040, -0.069, 0.023], [-0.025, -0.100, -0.239], [-0.094, -0.002, 0.072], [0.254, 0.216, -0.143], [-0.374, 0.099, 0.165], [-0.063, -0.018, -0.069], [0.125, -0.001, 0.123], [-0.041, -0.380, -0.070], [0.239, 0.217, -0.145], [0.057, -0.050, 0.020], [-0.023, -0.024, -0.057], [-0.071, -0.013, -0.065], [0.042, -0.053, 0.060], [-0.004, 0.010, 0.088], [0.009, 0.006, 0.041], [-0.041, 0.026, -0.027], [0.010, -0.032, 0.049], [-0.056, 0.055, 0.002], [0.019, -0.078, -0.034], [-0.072, 0.077, 0.099], [0.021, 0.019, -0.012], [-0.023, -0.035, -0.006]],
  "mulliken_charge": [-0.945, 0.252, -0.465, 0.328, 0.183, -0.276, -0.555, -1.106, 1.213, -0.490, -0.920, -0.685, 0.386, 0.433, 0.793, -1.612, 0.405, 0.415, 0.353, -1.458, 0.293, 0.293, 0.462, 0.224, 0.499, 0.348, 0.379, 0.501, -0.575, 0.658, 0.892, -0.760, 0.992, -1.212, 0.281, -0.684, 0.703, -1.239, 1.176, -0.698, -0.534, -0.398, -0.976, 0.097, -0.265, 0.445, 0.390, 0.384, 0.425, 0.554, -0.621, 0.339, -1.140, 0.431, 0.157, -0.601, 0.169, -0.521, -0.662, 0.359, -0.377, -0.754, -0.411, 0.314, 0.335, 0.363, 0.354, 0.349, 0.399, 0.308, 0.362, 0.256, 0.456, 0.519, 0.372, 0.335],
  "smiles": "COc1cc([C@H]2C(C(=O)c3cc4ccccc4o3)=C(O)C(=O)N2CCN2CCOCC2)ccc1OCCC(C)C",
  "orbital_gap_ev": 7.55,
  "e_tot_ha": -1839.056288,
  "de_lowest_ev": 0.086,
  "lumo_ev": -0.477
}